(1)
An isolated ion of composition C23H21F3N3 and charge +1 in a non-equilibrium geometry. Source: the OMol25 dataset; level of theory: ωB97M-V/def2-TZVPD.

Geometry (Å):
F  2.569  -3.481  0.489
C  1.374  -3.394  1.163
C  0.700  -4.573  1.447
C  -0.585  -4.408  1.952
F  -1.320  -5.549  2.188
C  -1.152  -3.152  2.180
C  -0.509  -1.987  1.691
C  -1.207  -0.591  1.592
C  -0.472  0.481  2.477
C  -1.234  1.585  2.882
C  -0.689  2.686  3.539
C  0.652  2.725  3.916
C  1.395  1.609  3.587
F  2.752  1.650  3.827
C  0.876  0.477  2.930
C  0.847  -2.114  1.371
H  1.086  -5.539  1.130
H  -2.136  -3.123  2.662
H  -2.267  -0.736  1.979
H  -2.314  1.614  2.667
H  -1.299  3.564  3.758
H  1.111  3.615  4.344
H  1.578  -0.349  2.789
H  1.495  -1.269  1.179
C  -0.316  -4.274  -2.864
C  0.695  -3.310  -3.006
C  0.485  -2.033  -2.472
C  -0.678  -1.709  -1.767
C  -0.562  -0.385  -0.988
N  -1.598  -0.073  0.075
C  -2.239  1.168  -0.279
N  -3.286  1.404  -1.140
C  -3.411  2.831  -1.449
C  -2.620  3.479  -0.339
N  -1.867  2.358  0.198
C  -1.743  -2.621  -1.751
C  -1.551  -3.909  -2.311
H  -0.162  -5.281  -3.272
H  1.627  -3.537  -3.531
H  1.283  -1.260  -2.541
H  0.469  -0.370  -0.524
H  -0.569  0.408  -1.801
H  -3.835  0.713  -1.653
H  -2.975  3.086  -2.426
H  -4.442  3.185  -1.509
H  -1.943  4.270  -0.682
H  -3.267  3.911  0.422
H  -1.109  2.454  0.873
H  -2.707  -2.346  -1.278
H  -2.376  -4.620  -2.311

Properties
* SMILES: Fc1cccc([C@H](c2cc(F)cc(F)c2)N(Cc2ccccc2)C2=[NH+]CCN2)c1
* frontier orbital gap: 8.8 eV
* net charge: +1

natural (NBO) atomic charge list, values in e, 5 entries: F -0.32; C 0.44; C -0.33; C 0.43; F -0.31

***

(2)
C23H21F4N2O2Pb as an isolated structure in a non-equilibrium geometry. Source: the OMol25 dataset; level of theory: ωB97M-V/def2-TZVPD.

Geometry (Å):
Pb  0.428  0.192  -1.752
C  -2.410  -0.763  3.876
C  -2.021  0.252  2.783
C  -0.566  0.635  2.819
C  -0.130  1.335  3.952
C  1.118  1.899  3.999
C  1.994  1.718  2.924
C  1.695  0.895  1.857
C  2.754  0.592  0.802
C  3.179  -0.869  0.704
C  0.389  0.328  1.795
N  0.059  -0.518  0.721
C  -0.691  -1.581  0.855
C  -1.170  -2.287  -0.257
C  -1.764  -3.590  -0.303
C  -2.180  -3.798  -1.618
C  -1.796  -2.668  -2.353
N  -1.224  -1.747  -1.528
H  -3.185  -1.433  3.494
H  -2.823  -0.272  4.763
H  -1.558  -1.382  4.198
H  -2.658  1.158  2.900
H  -2.262  -0.142  1.776
H  -0.811  1.476  4.785
H  1.433  2.534  4.832
H  2.956  2.241  2.952
H  3.637  1.210  0.996
H  2.421  0.924  -0.219
H  3.610  -1.239  1.632
H  3.931  -1.030  -0.074
H  2.348  -1.522  0.470
H  -0.864  -1.954  1.880
H  -1.886  -4.251  0.552
H  -2.713  -4.666  -1.994
H  -1.968  -2.470  -3.416
F  -2.816  5.291  -3.561
C  -2.253  4.146  -3.036
C  -1.688  4.127  -1.758
C  -1.014  2.999  -1.351
C  -0.921  1.921  -2.207
C  -1.547  1.879  -3.429
C  -2.261  3.000  -3.834
H  -1.801  5.004  -1.129
H  -0.567  3.004  -0.337
H  -1.508  0.991  -4.082
H  -2.839  2.989  -4.778
F  3.051  -3.235  -3.928
C  3.049  -2.731  -2.685
F  4.002  -3.348  -1.985
F  1.853  -3.042  -2.135
C  3.295  -1.088  -2.810
O  4.465  -0.724  -2.816
O  2.229  -0.388  -2.941

Properties
* frontier orbital gap: 6.5 eV
* net charge: -1

natural (NBO) atomic charge list, values in e, 5 entries: Pb 1.41; C -0.61; C -0.44; C -0.06; C -0.21

***

(3)
C23H21I2N6O10Ru as an isolated structure in a non-equilibrium geometry. Source: the OMol25 dataset; level of theory: ωB97M-V/def2-TZVPD.

Geometry (Å):
Ru  -0.564  0.319  0.375
I  0.990  1.270  2.705
C  -0.811  2.186  3.435
I  -2.266  2.156  1.870
H  -0.591  3.208  3.719
H  -1.194  1.584  4.249
O  5.611  4.499  0.300
C  5.492  3.724  -0.777
O  6.314  3.701  -1.643
C  4.256  2.857  -0.882
C  3.001  3.310  -0.484
C  1.895  2.500  -0.664
C  2.037  1.234  -1.236
C  3.296  0.788  -1.643
C  4.395  1.609  -1.477
N  0.895  0.426  -1.360
C  0.659  -0.355  -2.333
C  -0.478  -1.258  -2.287
C  -0.768  -2.151  -3.307
C  -1.859  -3.000  -3.163
C  -2.620  -2.934  -2.008
C  -2.268  -2.011  -1.027
N  -1.232  -1.202  -1.180
H  4.927  4.378  0.963
H  2.875  4.305  -0.075
H  0.900  2.854  -0.412
H  3.416  -0.199  -2.070
H  5.372  1.297  -1.820
H  1.294  -0.362  -3.218
H  -0.147  -2.186  -4.192
H  -2.110  -3.705  -3.945
H  -3.472  -3.581  -1.856
H  -2.823  -1.924  -0.101
O  0.427  -5.401  6.068
N  1.003  -5.209  5.020
O  1.973  -5.804  4.602
C  0.451  -4.155  4.145
C  1.021  -3.922  2.917
C  0.532  -2.893  2.132
C  -0.579  -2.074  2.511
O  -1.169  -1.249  1.718
C  -1.089  -2.359  3.821
C  -0.596  -3.375  4.604
N  -2.145  -1.524  4.402
O  -2.856  -2.024  5.235
O  -2.206  -0.353  4.047
N  1.204  -2.629  0.895
O  1.787  -3.515  0.327
O  1.180  -1.466  0.462
H  1.849  -4.526  2.573
H  -1.006  -3.564  5.588
C  -3.731  2.438  -4.006
N  -2.833  2.595  -2.860
C  -2.252  3.906  -2.575
C  -2.495  1.565  -2.120
O  -1.685  1.638  -1.173
H  -4.244  3.376  -4.194
H  -4.478  1.674  -3.802
H  -3.170  2.166  -4.901
H  -2.624  4.627  -3.294
H  -1.165  3.870  -2.640
H  -2.530  4.230  -1.572
H  -2.990  0.622  -2.386

Properties
* 2S+1: 2
* frontier orbital gap (alpha / beta): 5.8 / 6.3 eV
* energy relative to the best compared isomer or geometry (same formula, charge and spin): 58.2 kcal/mol
* ⟨S²⟩: 0.778
* net charge: +2

natural (NBO) atomic charge list, values in e, 5 entries: Ru 1.08; I 0.39; C -0.68; I 0.45; H 0.25

***

(4)
One molecule with the formula C23H21N3 in a non-equilibrium geometry. Source: the OMol25 dataset; level of theory: ωB97M-V/def2-TZVPD.

Geometry (Å):
C  -1.000  -0.887  0.729
C  0.020  -0.770  1.829
C  1.380  -1.005  1.524
N  2.527  -1.176  1.330
C  -0.245  -0.182  3.048
N  -0.489  0.356  4.070
C  -2.390  -1.161  1.498
C  -3.178  -0.077  1.800
C  -4.505  -0.191  2.264
C  -4.990  -1.433  2.630
C  -4.166  -2.557  2.513
C  -2.879  -2.423  1.927
H  -0.886  -1.765  0.047
H  -2.754  0.917  1.652
H  -5.093  0.727  2.369
H  -5.975  -1.498  3.053
H  -4.525  -3.522  2.903
H  -2.267  -3.319  1.808
C  2.798  -1.622  -3.348
C  1.378  -2.028  -3.669
C  0.471  -1.306  -2.659
N  1.302  -0.313  -1.952
C  0.819  0.470  -1.003
C  -0.502  0.239  -0.258
C  -0.765  1.700  0.198
C  0.556  2.381  0.261
C  1.498  1.659  -0.500
C  2.854  2.057  -0.535
C  3.229  3.247  0.110
C  2.290  3.977  0.869
C  0.928  3.543  0.950
C  2.722  -0.432  -2.344
H  3.356  -2.444  -2.870
H  3.352  -1.320  -4.241
H  1.099  -1.724  -4.667
H  1.225  -3.100  -3.584
H  -0.372  -0.791  -3.158
H  0.025  -2.025  -1.934
H  -1.277  -0.130  -0.985
H  -1.473  2.235  -0.463
H  -1.224  1.753  1.174
H  3.595  1.485  -1.081
H  4.264  3.608  0.035
H  2.618  4.884  1.432
H  0.191  4.102  1.518
H  3.378  -0.625  -1.456
H  3.080  0.488  -2.833

Properties
* frontier orbital gap: 5.0 eV
* energy relative to the best compared isomer or geometry (same formula, charge and spin): 108.5 kcal/mol

natural (NBO) atomic charge list, values in e, 5 entries: C -0.17; C -0.57; C 0.32; N -0.48; C 0.29

***

(5)
One molecule with the formula C23H21N3O3 in a non-equilibrium geometry. Source: the OMol25 dataset; level of theory: ωB97M-V/def2-TZVPD.

Geometry (Å):
C  4.735  2.051  2.173
H  5.472  2.853  2.163
O  3.543  2.623  1.695
C  2.450  1.816  1.552
C  1.331  2.409  0.966
C  0.192  1.673  0.736
C  0.134  0.322  1.074
C  1.228  -0.247  1.710
C  2.381  0.485  1.942
H  3.216  0.005  2.430
H  1.181  -1.274  2.043
C  -1.098  -0.416  0.789
C  -1.331  -1.531  -0.008
N  -2.679  -1.760  0.061
C  -3.465  -2.716  -0.498
C  -4.803  -2.697  -0.272
C  -5.398  -1.700  0.547
C  -4.599  -0.749  1.119
C  -3.216  -0.763  0.885
N  -2.269  0.038  1.313
H  -4.994  0.026  1.754
C  -6.879  -1.728  0.763
H  -7.191  -0.910  1.407
H  -7.403  -1.643  -0.189
H  -7.178  -2.669  1.223
H  -5.427  -3.457  -0.715
H  -2.979  -3.474  -1.094
N  -0.558  -2.374  -0.807
H  -1.005  -2.540  -1.702
C  0.863  -2.157  -0.941
C  1.303  -0.803  -1.456
C  0.466  0.016  -2.193
C  0.852  1.293  -2.597
C  2.104  1.714  -2.230
C  2.968  0.879  -1.519
C  2.596  -0.380  -1.131
H  3.266  -1.012  -0.573
O  4.148  1.532  -1.290
C  3.959  2.842  -1.781
O  2.720  2.916  -2.453
H  4.772  3.095  -2.478
H  3.965  3.551  -0.935
H  0.188  1.932  -3.155
H  -0.527  -0.319  -2.452
H  1.239  -2.941  -1.609
H  1.318  -2.314  0.040
H  -0.670  2.135  0.282
H  1.385  3.452  0.693
H  5.074  1.240  1.521
H  4.622  1.680  3.197

Properties
* SMILES: COc1ccc(-c2nc3cc(C)ccn3c2NCc2ccc3c(c2)OCO3)cc1
* frontier orbital gap: 7.9 eV
* energy relative to the best compared isomer or geometry (same formula, charge and spin): 59.0 kcal/mol

natural (NBO) atomic charge list, values in e, 5 entries: C -0.25; H 0.20; O -0.52; C 0.37; C -0.29